The following is a DFT calculation (the ωB97M-V functional and the def2-TZVPD basis) of one molecule with the formula C2H2N4O2.

Computed properties:
Energy above the lowest of the compared OMol25 structures with the same formula, charge and spin (kJ/mol): 372.17
Strongest force on any atom (eV Å⁻¹): 5.86
Electronic energy (a.u.): -446.8310
HOMO-LUMO gap (eV): 11.07
E_HOMO (Eh): -0.4147

Last column: natural (NBO) charge in e.
Positions of all 10 atoms, in Å:
O1 -1.946 1.208 0.157  -0.50
C1 -1.414 0.187 -0.092  0.93
O2 -1.886 -1.124 -0.218  -0.69
N1 0.052 0.158 0.149  -0.31
C2 1.016 1.044 -0.050  0.18
N2 2.223 0.558 -0.168  -0.27
N3 1.857 -0.867 -0.006  -0.05
N4 0.606 -1.042 0.321  -0.09
H1 -1.069 -1.867 -0.326  0.54
H2 0.938 2.164 -0.406  0.25